Record 1
2 unconnected molecules or ions with the total composition C17H11F3NO3S2, computed with ωB97M-V/def2-TZVPD.

Element x y z (Å)
F1 5.85705 -1.01931 -0.03590
C1 5.33323 -0.75058 1.18088
F2 5.03463 -1.94691 1.77498
F3 6.33114 -0.15413 1.92770
S1 3.80167 0.32108 1.42145
N1 2.79306 -0.16226 -0.02270
C2 2.12388 -1.41259 -0.02983
O1 2.41119 -2.35719 0.67900
C3 1.03994 -1.32778 -1.02036
C4 0.64839 -0.01867 -1.22544
C5 -0.48240 0.31479 -1.98335
C6 -1.12372 -0.71964 -2.66569
C7 -0.71538 -2.05723 -2.47630
C8 0.35573 -2.37955 -1.62778
S2 1.75293 1.12179 -0.50116
O2 1.23059 1.75261 0.69616
O3 2.33468 1.93859 -1.52543
H1 -0.78701 1.37235 -2.04779
H2 -1.93340 -0.47869 -3.33375
H3 -1.25346 -2.85945 -3.00986
H4 0.69987 -3.38969 -1.38957
C9 -0.43072 0.02849 1.57378
C10 -1.01315 -1.26519 1.35442
C11 -2.32998 -1.12172 0.88776
C12 -2.62541 0.28189 0.78721
C13 -1.43487 1.01860 1.22068
C14 -1.51841 2.41599 1.17250
C15 -2.66044 3.06304 0.71446
C16 -3.82590 2.34892 0.40366
C17 -3.81188 0.95029 0.44836
H5 0.47967 0.20744 2.12960
H6 -0.49744 -2.19735 1.45100
H7 -3.03821 -1.90786 0.64767
H8 -0.65246 2.98417 1.51140
H9 -2.64696 4.14597 0.58145
H10 -4.72493 2.88099 0.10223
H11 -4.72155 0.37877 0.22856

Properties
net charge	-1
highest occupied orbital energy	-0.0917	hartree
LUMO level	2.2950	eV
gap between HOMO and LUMO	4.791	eV

Here are the natural (NBO) charges for atoms 1 to 6, given in e: F -0.309; C 0.844; F -0.321; F -0.337; S 0.404; N -0.803

=====

Record 2
A molecular structure, C13H25FeIP2, computed with ωB97M-V/def2-TZVPD.

Element x y z (Å)
C1 1.19263 3.76241 -2.59079
C2 1.25191 2.90765 -3.84734
H1 0.19712 4.18846 -2.45661
H2 1.91377 4.58281 -2.66178
H3 1.44217 3.21190 -1.67670
H4 0.56442 2.06174 -3.81167
H5 0.98521 3.50786 -4.72404
H6 2.25584 2.50779 -4.01063
Fe1 0.67977 0.73281 -0.58779
C3 0.90162 -0.08955 -2.31136
H7 -0.09279 -0.17484 -2.78155
H8 1.44726 -1.04360 -2.34264
H9 1.48271 0.71562 -2.80877
I1 1.88570 2.37268 0.84456
C4 -2.05259 1.91272 1.07540
P1 -1.32947 0.47794 0.23000
C5 -2.60949 -0.20591 -0.86376
C6 -1.26672 -0.76834 1.59854
C7 -2.35639 -1.02514 2.43103
C8 -2.26675 -2.02348 3.40506
C9 -1.09006 -2.76199 3.55026
C10 0.00754 -2.48488 2.72189
C11 -0.07537 -1.47930 1.75395
P2 1.26604 -1.12089 0.52464
C12 2.71408 -1.05420 1.63441
C13 1.38608 -2.73108 -0.31241
H10 -2.16766 2.71842 0.33942
H11 -1.36540 2.24488 1.86402
H12 -3.02840 1.64564 1.50184
H13 -2.19834 -1.05439 -1.43222
H14 -3.46937 -0.54236 -0.26901
H15 -2.92390 0.57502 -1.56688
H16 -3.27462 -0.45579 2.32279
H17 -3.12511 -2.22395 4.03794
H18 -1.02126 -3.55597 4.29467
H19 0.91825 -3.07403 2.82522
H20 2.83088 -2.02324 2.13962
H21 3.59972 -0.83207 1.02362
H22 2.56234 -0.24624 2.36404
H23 1.80569 -3.46296 0.39392
H24 0.38299 -3.05377 -0.63497
H25 2.03993 -2.63836 -1.18595

Properties
2S+1	5
highest occupied orbital energy (alpha / beta)	-0.2560 / -0.3032	hartree
LUMO level (alpha / beta)	0.5657 / 0.1229	eV
gap between HOMO and LUMO (alpha / beta)	7.531 / 8.372	eV
expectation value of S²	6.0305

Here are the natural (NBO) charges for atoms 1 to 6, given in e: C -0.620; C -0.611; H 0.194; H 0.204; H 0.205; H 0.203

=====

Record 3
A molecular structure, C22H19N4O2PdS, computed with ωB97M-V/def2-TZVPD.

Element x y z (Å)
Pd1 -0.32252 -0.72264 0.21855
N1 -1.06321 -5.20677 1.22775
C1 -0.84515 -3.90114 0.82811
S1 -0.39252 -2.79438 2.03542
N2 -1.06101 -3.76538 -0.47475
N3 -0.89799 -2.51989 -0.99270
C2 -1.13265 -2.45389 -2.24648
C3 -0.97796 -1.24956 -3.08086
C4 -1.43612 -1.31302 -4.39964
C5 -1.30506 -0.19824 -5.20960
C6 -0.72060 0.94408 -4.68884
C7 -0.28385 0.90843 -3.37012
N4 -0.40147 -0.15413 -2.58897
H1 -0.64063 -5.46162 2.10280
H2 -1.03504 -5.88354 0.48153
H3 -1.47582 -3.35394 -2.75651
H4 -1.89138 -2.22095 -4.77346
H5 -1.65832 -0.22386 -6.23356
H6 -0.59887 1.84147 -5.28111
H7 0.18396 1.77654 -2.91569
C8 4.04753 -1.42781 0.63220
C9 2.78627 -0.62814 0.36364
O1 1.84141 -1.24351 -0.12143
C10 2.77521 0.80843 0.64388
C11 4.01649 1.47642 0.66843
C12 4.13176 2.83639 0.81057
C13 2.95110 3.58729 0.95318
C14 1.72848 2.97867 0.96586
C15 1.57082 1.55940 0.84180
O2 0.39043 1.08739 0.98029
H8 3.76783 -2.47807 0.64762
H9 4.51306 -1.14543 1.57565
H10 4.77791 -1.27151 -0.16484
H11 4.91906 0.89082 0.54440
H12 5.10161 3.31547 0.80630
H13 3.00732 4.66593 1.05689
H14 0.81413 3.54589 1.08930
C16 -2.08712 -0.24264 0.36163
C17 -2.46312 0.62722 1.49001
C18 -3.52350 1.51047 1.26633
C19 -3.97085 2.36446 2.26382
C20 -3.39156 2.31376 3.52403
C21 -2.35946 1.41859 3.77513
C22 -1.88734 0.59301 2.76659
H15 -3.98513 1.51165 0.28600
H16 -4.78543 3.05142 2.06631
H17 -3.74890 2.96496 4.31330
H18 -1.90795 1.37513 4.75920
H19 -1.07386 -0.09321 2.95200

Properties
net charge	-1
highest occupied orbital energy	-0.1288	hartree
LUMO level	2.9578	eV
gap between HOMO and LUMO	6.464	eV

Here are the natural (NBO) charges for atoms 1 to 6, given in e: Pd 0.774; N -0.815; C 0.275; S -0.414; N -0.480; N -0.205

=====

Record 4
2 unconnected molecules or ions with the total composition C5H12O, computed with ωB97M-V/def2-TZVPD.

Element x y z (Å)
C1 -2.41528 -0.42022 -0.04317
C2 -1.84946 0.76412 -0.80642
C3 0.68016 0.62623 0.94888
O1 0.10448 -0.08730 1.87980
C4 1.36779 -0.21923 -0.09078
C5 2.86755 0.08674 -0.01448
H1 -3.28542 -0.81900 -0.57335
H2 -1.68241 -1.23252 0.04593
H3 -2.71855 -0.11489 0.96278
H4 -1.49315 0.43645 -1.78935
H5 -2.62612 1.51920 -0.95346
H6 -1.03173 1.24861 -0.25937
H7 0.17184 -1.06056 1.73623
H8 1.19602 -1.31107 0.01248
H9 0.99510 0.09126 -1.07540
H10 3.40722 -0.45480 -0.79559
H11 3.03466 1.15986 -0.14035
H12 3.27729 -0.21287 0.95560

Properties
highest occupied orbital energy	-0.3134	hartree
LUMO level	0.8569	eV
gap between HOMO and LUMO	9.384	eV

Here are the natural (NBO) charges for atoms 1 to 6, given in e: C -0.605; C -0.614; C 0.314; O -0.638; C -0.574; C -0.597

=====

In the order shown, the computed E values come out to -55262.252 -74952.170 -47491.061 -7424.330 eV.
In the order shown, the computed relative energy (zero: lowest compared OMol25 entry of this formula, charge and spin) values come out to 40.7 0.0 334.7 287.7 kJ/mol.